w.
{"formula": "C3H11NO3", "method": "ωB97M-V/def2-TZVPD", "mol_weight_g_mol": 109.125, "s2": 0.755, "homo_energy_ev": [-15.4, -15.0], "homo_lumo_gap_ha": [0.4566, 0.2239], "charge": 1, "multiplicity": 2, "species": ["C", "O", "C", "C", "O", "N", "H", "H", "H", "H", "H", "H", "H", "H", "H", "H", "H", "O"], "coordinates": [[-0.044, -1.323, 1.152], [-0.457, -2.630, 0.873], [0.273, -0.649, -0.177], [1.142, 0.656, 0.088], [1.351, 1.339, -1.055], [-0.901, -0.322, -0.880], [0.830, -1.288, 1.794], [-0.881, -0.839, 1.643], [0.291, -3.235, 0.941], [0.849, -1.382, -0.778], [0.608, 1.229, 0.850], [2.068, 0.365, 0.575], [0.652, 2.050, -1.075], [-1.532, -1.124, -0.829], [-0.750, -0.181, -1.871], [-1.208, 3.037, 0.127], [-1.410, 1.743, -0.738], [-0.881, 2.552, -0.640]]}

***

x.
{"formula": "C3H11NO3", "method": "ωB97M-V/def2-TZVPD", "mol_weight_g_mol": 109.125, "s2": 0.757, "homo_energy_ev": [-14.5, -14.4], "homo_lumo_gap_ha": [0.4040, 0.2281], "charge": 1, "multiplicity": 2, "species": ["C", "C", "C", "O", "N", "H", "H", "H", "H", "H", "H", "H", "H", "H", "O", "H", "H", "O"], "coordinates": [[0.183, 0.804, 1.662], [-0.115, 1.088, -0.009], [-0.906, 2.459, -0.067], [-1.599, 2.780, -1.007], [0.763, -0.462, 1.811], [-0.899, 0.888, 2.078], [0.944, 1.502, 2.051], [-0.802, 0.218, -0.400], [0.872, 0.906, -0.563], [-0.567, 3.186, 0.627], [1.619, -0.594, 2.304], [0.403, -1.404, 1.733], [0.535, -1.368, -3.747], [0.082, -0.205, -2.762], [0.262, -1.110, -2.875], [-0.063, -2.319, -0.806], [-0.485, -3.644, -0.095], [-0.227, -2.722, 0.065]]}

***

Most stable one: w, least stable one: x.